1.
{"formula": "C4H8OS", "method": "ωB97M-V/def2-TZVPD", "e_above_lowest_ev": 1.465, "smiles": "CS[C@@H](C)C=O", "homo_ha": -0.3214, "total_energy_ev": -17158.98500, "e_lumo_ha": 0.0320, "orbital_gap_ev": 9.6180, "species": ["C", "S", "C", "C", "C", "O", "H", "H", "H", "H", "H", "H", "H", "H"], "positions_angstrom": [[1.940, -0.752, 0.452], [0.963, -0.638, -0.942], [-0.498, -0.029, 0.016], [-0.732, 1.460, -0.141], [-1.652, -0.782, -0.584], [-2.182, -1.558, 0.169], [1.564, -1.247, 1.235], [2.140, 0.257, 0.806], [2.819, -1.352, 0.076], [-0.217, -0.249, 1.125], [-0.730, 1.693, -1.225], [-1.595, 1.821, 0.349], [0.138, 1.922, 0.323], [-1.957, -0.547, -1.659]]}

2.
{"formula": "H10O5Rb", "method": "ωB97M-V/def2-TZVPD", "e_above_lowest_ev": 9.387, "homo_ha": -0.5287, "total_energy_ev": -11041.82167, "e_lumo_ha": -0.1388, "charge": 1, "orbital_gap_ev": 10.6107, "species": ["Rb", "O", "H", "H", "O", "H", "H", "O", "H", "H", "O", "H", "H", "O", "H", "H"], "positions_angstrom": [[-0.382, 0.191, -0.230], [-1.370, -1.712, -0.311], [-0.724, -2.260, -0.756], [-1.480, -2.122, 0.548], [1.605, 0.832, -1.102], [2.499, 1.009, -1.395], [1.698, 0.587, -0.181], [-2.154, 1.340, -0.545], [-2.470, 1.724, -1.363], [-2.765, 0.626, -0.364], [0.674, -1.460, 0.624], [1.117, -2.074, 0.038], [1.368, -0.873, 0.925], [0.608, 1.403, 1.028], [0.263, 1.133, 1.880], [1.514, 1.655, 1.205]]}

3.
{"formula": "C6H9FN2", "method": "ωB97M-V/def2-TZVPD", "e_above_lowest_ev": 2.372, "homo_ha": [-0.2751, -0.2751], "total_energy_ev": -12062.36621, "e_lumo_ha": [0.0178, 0.0178], "orbital_gap_ev": [7.9704, 7.9715], "species": ["C", "C", "C", "C", "C", "C", "N", "N", "F", "H", "H", "H", "H", "H", "H", "H", "H", "H"], "positions_angstrom": [[1.390, -1.530, -0.726], [1.472, 1.298, 2.932], [-0.011, 0.200, -2.560], [0.060, -1.179, -0.644], [0.469, 0.506, 2.633], [-1.936, -0.056, -1.189], [2.504, -1.834, -0.751], [-0.549, -0.347, -1.499], [-0.600, 0.934, 1.932], [2.308, 0.922, 3.491], [1.489, 2.328, 2.627], [-0.580, 0.870, -3.173], [1.008, -0.027, -2.807], [-0.526, -1.592, 0.160], [0.376, -0.539, 2.890], [-2.343, 0.649, -1.911], [-2.520, -0.976, -1.219], [-2.009, 0.372, -0.188]]}

4.
{"formula": "C45H100N5O14", "method": "ωB97M-V/def2-TZVPD", "homo_ha": -0.3513, "total_energy_ev": -84395.87177, "e_lumo_ha": -0.0806, "charge": 1, "orbital_gap_ev": 7.3663, "species": ["C", "C", "C", "C", "N", "C", "C", "C", "C", "C", "C", "C", "H", "H", "H", "H", "H", "H", "H", "H", "H", "H", "H", "H", "H", "H", "H", "H", "H", "H", "H", "H", "H", "H", "H", "H", "C", "C", "C", "C", "N", "C", "C", "C", "C", "C", "C", "C", "H", "H", "H", "H", "H", "H", "H", "H", "H", "H", "H", "H", "H", "H", "H", "H", "H", "H", "H", "H", "H", "H", "H", "H", "C", "C", "C", "C", "N", "C", "C", "C", "C", "C", "C", "C", "H", "H", "H", "H", "H", "H", "H", "H", "H", "H", "H", "H", "H", "H", "H", "H", "H", "H", "H", "H", "H", "H", "H", "H", "C", "C", "C", "O", "C", "N", "H", "H", "H", "H", "H", "H", "H", "H", "H", "H", "H", "H", "C", "C", "C", "O", "C", "N", "H", "H", "H", "H", "H", "H", "H", "H", "H", "H", "H", "H", "O", "C", "O", "O", "H", "O", "C", "O", "O", "H", "O", "C", "O", "O", "H", "O", "C", "O", "O", "H"], "positions_angstrom": [[0.770, 1.227, 4.374], [-0.054, 0.134, 3.902], [-1.046, -0.486, 4.905], [-1.900, -1.490, 4.208], [-3.062, -2.151, 4.998], [-4.005, -2.706, 3.957], [-4.820, -1.514, 3.437], [-4.694, -0.390, 4.554], [-3.890, -1.037, 5.654], [-2.741, -3.160, 6.064], [-1.838, -4.245, 5.540], [-1.845, -5.416, 6.519], [0.174, 2.064, 4.745], [1.374, 1.672, 3.583], [1.413, 0.948, 5.214], [0.605, -0.636, 3.509], [-0.670, 0.332, 3.048], [-1.719, 0.321, 5.238], [-0.634, -0.906, 5.853], [-1.285, -2.337, 3.868], [-2.286, -1.010, 3.282], [-4.564, -3.485, 4.467], [-3.364, -3.092, 3.180], [-5.845, -1.885, 3.217], [-4.357, -1.186, 2.517], [-5.677, -0.080, 4.873], [-4.175, 0.508, 4.187], [-4.572, -1.530, 6.349], [-3.211, -0.372, 6.204], [-3.744, -3.552, 6.282], [-2.379, -2.648, 6.956], [-0.850, -3.772, 5.494], [-2.082, -4.529, 4.529], [-0.988, -6.054, 6.292], [-2.708, -6.031, 6.296], [-1.854, -5.170, 7.569], [5.586, -0.999, -5.095], [4.384, -0.151, -4.622], [3.305, -0.975, -3.934], [2.125, -0.090, -3.649], [1.190, -0.691, -2.623], [-0.099, 0.060, -2.466], [-0.660, -0.219, -1.058], [0.588, -0.741, -0.299], [1.781, -0.577, -1.222], [0.779, -2.131, -2.919], [0.289, -2.285, -4.341], [-0.079, -3.753, -4.576], [5.906, -1.683, -4.282], [6.379, -0.324, -5.438], [5.302, -1.605, -5.975], [3.976, 0.303, -5.520], [4.705, 0.666, -3.952], [3.760, -1.382, -3.029], [3.104, -1.846, -4.623], [1.561, 0.046, -4.574], [2.476, 0.843, -3.201], [-0.773, -0.297, -3.206], [0.143, 1.094, -2.642], [-1.420, -1.021, -1.039], [-1.111, 0.667, -0.610], [0.417, -1.799, -0.108], [0.799, -0.320, 0.668], [2.512, -1.396, -1.034], [2.185, 0.434, -1.220], [-0.049, -2.322, -2.207], [1.596, -2.809, -2.696], [1.073, -1.963, -5.016], [-0.544, -1.581, -4.487], [-0.799, -4.114, -3.822], [0.838, -4.346, -4.478], [-0.516, -3.908, -5.547], [-6.528, 4.179, -5.380], [-6.007, 2.907, -4.603], [-5.104, 3.191, -3.437], [-5.690, 4.076, -2.312], [-4.691, 4.532, -1.231], [-5.452, 5.494, -0.265], [-4.874, 6.893, -0.514], [-3.472, 6.570, -1.019], [-3.648, 5.365, -1.876], [-4.244, 3.365, -0.356], [-3.152, 3.689, 0.631], [-3.006, 2.492, 1.555], [-5.732, 4.917, -5.462], [-7.357, 4.575, -4.747], [-6.972, 3.940, -6.323], [-5.424, 2.233, -5.229], [-6.900, 2.371, -4.191], [-4.193, 3.650, -3.785], [-4.793, 2.261, -2.986], [-6.502, 3.552, -1.800], [-6.070, 4.970, -2.817], [-5.277, 5.141, 0.745], [-6.535, 5.443, -0.525], [-4.860, 7.539, 0.359], [-5.441, 7.365, -1.348], [-2.710, 6.413, -0.218], [-3.055, 7.385, -1.606], [-2.738, 4.774, -2.016], [-4.006, 5.677, -2.889], [-3.893, 2.603, -1.052], [-5.216, 3.063, 0.068], [-3.334, 4.572, 1.248], [-2.228, 3.858, 0.100], [-2.771, 1.527, 1.078], [-3.915, 2.256, 2.170], [-2.184, 2.648, 2.236], [6.844, 0.177, -2.229], [8.091, 0.920, -2.674], [7.767, 2.360, -3.085], [7.164, 2.252, -4.302], [6.322, 3.403, -4.687], [9.000, 0.961, -1.456], [9.068, -0.030, -1.234], [9.904, 1.324, -1.742], [8.599, 1.431, -0.629], [6.257, 0.099, -3.120], [6.245, 0.725, -1.468], [7.145, -0.859, -1.966], [8.663, 0.327, -3.426], [8.624, 2.980, -3.197], [7.123, 2.815, -2.359], [5.939, 3.216, -5.670], [6.876, 4.330, -4.525], [5.476, 3.416, -3.970], [2.254, -2.785, 1.973], [2.322, -3.809, 3.119], [2.072, -3.301, 4.555], [1.794, -4.449, 5.314], [1.674, -4.232, 6.701], [1.488, -4.971, 2.843], [1.719, -5.688, 3.525], [0.491, -4.721, 2.926], [1.667, -5.318, 1.846], [2.701, -3.269, 1.123], [2.832, -1.912, 2.258], [1.208, -2.583, 1.697], [3.325, -4.282, 3.127], [1.258, -2.536, 4.614], [2.995, -2.817, 4.886], [0.892, -3.535, 6.959], [2.619, -3.845, 7.089], [1.562, -5.226, 7.126], [-0.916, -3.462, 0.330], [-1.534, -3.217, 1.561], [-1.142, -3.822, 2.598], [-2.477, -2.379, 1.483], [-0.174, -4.066, 0.467], [2.194, -6.104, -1.527], [2.259, -4.938, -0.787], [2.805, -3.860, -1.030], [1.432, -5.127, 0.146], [2.906, -5.798, -2.089], [5.635, 2.960, -0.659], [4.221, 2.974, -1.293], [3.809, 2.063, -2.005], [3.712, 4.039, -1.061], [5.570, 3.687, -0.057], [-1.953, 4.152, -3.956], [-1.776, 2.904, -3.360], [-0.951, 2.135, -3.901], [-2.453, 2.782, -2.370], [-1.351, 3.902, -4.651]]}

5.
{"formula": "C4H16N3O", "method": "ωB97M-V/def2-TZVPD", "e_above_lowest_ev": 2.230, "homo_ha": -0.4561, "total_energy_ev": -10917.62720, "e_lumo_ha": -0.1187, "charge": 1, "orbital_gap_ev": 9.1808, "species": ["N", "C", "C", "N", "C", "C", "N", "H", "H", "H", "H", "H", "H", "H", "H", "H", "H", "H", "H", "H", "H", "H", "H", "O"], "positions_angstrom": [[2.587, -0.451, -0.793], [2.389, 0.651, 0.411], [1.141, 1.497, 0.245], [-0.065, 0.508, 0.375], [-1.350, 0.917, 0.993], [-2.063, -0.430, 1.185], [-2.478, -0.945, -0.130], [2.932, 0.066, -1.622], [1.585, -0.762, -1.160], [3.046, -1.422, -0.530], [3.365, 1.282, 0.488], [2.346, 0.053, 1.362], [1.094, 1.976, -0.799], [0.989, 2.266, 1.027], [-0.389, 0.303, -0.542], [-1.290, 1.366, 1.995], [-1.955, 1.660, 0.477], [-2.954, -0.277, 1.854], [-1.388, -1.278, 1.645], [-3.009, -1.735, -0.038], [-3.048, -0.302, -0.694], [-0.865, -1.829, -1.272], [-0.382, -1.671, -2.678], [-0.241, -1.442, -1.798]]}

6.
{"formula": "C22H18ClF3N4O2", "method": "ωB97M-V/def2-TZVPD", "smiles": "Cc1ncc(NC(=O)c2cccc(C(F)(F)F)c2)cc1-c1cc(C2(C)COC2)c(Cl)nn1", "homo_ha": -0.3296, "total_energy_ev": -53835.10177, "e_lumo_ha": -0.0045, "orbital_gap_ev": 8.8473, "species": ["C", "C", "N", "C", "C", "N", "C", "O", "C", "C", "C", "C", "C", "C", "F", "F", "F", "C", "C", "C", "C", "C", "C", "C", "C", "C", "O", "C", "C", "Cl", "N", "N", "H", "H", "H", "H", "H", "H", "H", "H", "H", "H", "H", "H", "H", "H", "H", "H", "H", "H"], "positions_angstrom": [[-1.491, -2.993, -2.196], [-0.994, -1.569, -2.013], [-0.809, -0.867, -3.140], [-0.396, 0.453, -3.035], [-0.235, 1.082, -1.808], [0.146, 2.428, -1.602], [0.483, 3.419, -2.489], [0.439, 3.201, -3.675], [0.910, 4.756, -2.050], [1.262, 5.766, -2.950], [1.575, 7.088, -2.565], [1.669, 7.361, -1.172], [1.320, 6.412, -0.230], [1.345, 6.701, 1.283], [1.125, 7.965, 1.570], [2.596, 6.459, 1.736], [0.424, 5.959, 1.952], [0.991, 5.115, -0.690], [-0.429, 0.329, -0.620], [-0.779, -1.023, -0.750], [-1.040, -1.788, 0.493], [-0.408, -2.973, 0.849], [-0.755, -3.609, 2.043], [-0.253, -5.019, 2.318], [-1.216, -6.016, 1.684], [0.222, -5.282, 3.756], [1.562, -5.546, 3.274], [1.229, -5.314, 1.907], [-1.710, -2.956, 2.895], [-2.379, -3.701, 4.360], [-2.220, -1.776, 2.515], [-1.896, -1.225, 1.365], [-0.745, -3.687, -1.833], [-2.421, -3.208, -1.706], [-1.632, -3.178, -3.272], [-0.294, 0.980, -3.965], [0.167, 2.761, -0.625], [1.255, 5.612, -4.036], [1.895, 7.823, -3.300], [1.926, 8.362, -0.845], [0.759, 4.371, 0.067], [-0.312, 0.770, 0.378], [0.315, -3.412, 0.156], [-1.273, -5.891, 0.606], [-0.844, -7.032, 1.873], [-2.241, -5.906, 2.129], [0.222, -4.389, 4.397], [-0.235, -6.185, 4.221], [1.376, -6.154, 1.229], [1.795, -4.475, 1.509]]}

7.
{"formula": "C3H6N4O", "method": "ωB97M-V/def2-TZVPD", "e_above_lowest_ev": 7.667, "smiles": "CN/N=c1/cn[nH]o1", "homo_ha": -0.3311, "total_energy_ev": -11209.10980, "e_lumo_ha": 0.0130, "orbital_gap_ev": 9.3623, "species": ["C", "N", "N", "C", "C", "N", "N", "O", "H", "H", "H", "H", "H", "H"], "positions_angstrom": [[1.527, 1.344, -0.841], [-0.131, 1.586, -0.755], [-0.431, 0.041, -1.130], [-0.640, -0.619, -0.021], [-1.143, -1.882, 0.196], [-1.142, -2.109, 1.391], [-0.482, -1.014, 2.190], [-0.183, -0.100, 1.296], [1.598, 1.579, 0.139], [1.886, 0.362, -1.394], [2.172, 2.039, -1.518], [-0.282, 1.873, -1.705], [-1.605, -2.563, -0.600], [-1.145, -0.537, 2.752]]}

8.
{"formula": "C29H39BF3N4O16", "method": "ωB97M-V/def2-TZVPD", "homo_ha": -0.4181, "total_energy_ev": -78244.89362, "e_lumo_ha": -0.1348, "charge": 1, "orbital_gap_ev": 7.7075, "species": ["C", "C", "O", "C", "C", "C", "C", "C", "C", "C", "B", "O", "O", "N", "C", "C", "C", "N", "C", "C", "C", "N", "C", "O", "N", "C", "O", "C", "O", "C", "C", "O", "H", "H", "H", "H", "H", "H", "H", "H", "H", "H", "H", "H", "H", "H", "H", "H", "H", "H", "H", "H", "H", "H", "H", "H", "H", "H", "H", "H", "H", "H", "C", "C", "O", "C", "O", "O", "F", "H", "H", "H", "C", "C", "O", "C", "O", "O", "F", "H", "H", "H", "C", "C", "O", "C", "O", "O", "F", "H", "H", "H"], "positions_angstrom": [[-4.905, -4.458, -0.367], [-3.662, -5.159, -1.082], [-3.429, -4.507, -2.371], [-2.863, -3.190, -2.167], [-3.848, -2.118, -2.832], [-4.436, -1.084, -1.738], [-3.502, 0.200, -1.733], [-3.455, 0.936, -0.288], [-1.952, 0.994, 0.210], [-0.738, 1.498, -0.523], [-0.678, 2.156, -2.011], [0.439, 1.986, -2.876], [-1.730, 2.971, -2.520], [0.446, 1.331, 0.278], [1.806, 1.663, -0.109], [2.735, 0.727, -0.833], [4.121, 1.051, -1.267], [4.678, 2.284, -0.983], [3.857, 3.165, -0.318], [2.457, 3.012, 0.169], [0.009, 0.748, 1.475], [0.975, 0.433, 2.521], [0.907, 1.423, 3.346], [1.106, 2.058, 4.296], [-1.385, 0.548, 1.446], [-2.128, -0.084, 2.582], [-2.339, -1.470, 2.413], [-1.211, -2.243, 2.866], [-1.288, -3.613, 2.460], [-0.055, -3.915, 1.746], [0.034, -5.452, 1.294], [-0.914, -6.279, 2.003], [-4.483, -3.724, 0.391], [-5.567, -5.194, 0.179], [-5.483, -3.881, -1.160], [-2.695, -5.096, -0.502], [-3.894, -6.243, -1.330], [-1.837, -3.167, -2.668], [-2.715, -2.957, -1.061], [-4.657, -2.640, -3.420], [-3.256, -1.491, -3.572], [-4.506, -1.596, -0.731], [-5.504, -0.875, -2.064], [-2.458, -0.131, -2.018], [-3.845, 0.955, -2.508], [-3.860, 1.977, -0.437], [-4.025, 0.313, 0.460], [0.686, 2.914, -3.110], [-2.413, 3.098, -1.829], [2.344, -0.311, -1.070], [4.716, 0.244, -1.795], [4.321, 4.180, -0.101], [1.892, 3.838, 0.701], [-3.130, 0.439, 2.698], [-1.531, 0.177, 3.521], [-1.084, -2.162, 3.999], [-0.250, -1.819, 2.415], [-0.079, -3.289, 0.798], [0.878, -3.660, 2.331], [-0.095, -5.500, 0.163], [1.075, -5.807, 1.573], [-0.421, -6.855, 2.636], [3.353, 5.221, -5.354], [1.986, 5.340, -4.752], [2.223, 6.044, -3.552], [3.321, 6.820, -3.792], [3.653, 7.737, -3.110], [3.983, 6.418, -4.911], [1.477, 4.118, -4.443], [3.906, 4.358, -4.974], [3.328, 5.169, -6.442], [1.271, 5.893, -5.367], [4.252, 9.992, -0.439], [2.885, 10.108, 0.162], [3.122, 10.807, 1.367], [4.220, 11.585, 1.131], [4.552, 12.498, 1.815], [4.883, 11.187, 0.008], [2.378, 8.886, 0.464], [4.805, 9.127, -0.063], [4.226, 9.946, -1.527], [2.170, 10.663, -0.450], [-0.117, -10.365, 4.335], [1.006, -10.518, 5.314], [1.950, -9.562, 4.871], [1.226, -8.575, 4.279], [1.655, -7.487, 4.030], [-0.053, -8.979, 4.013], [1.562, -11.748, 5.229], [0.032, -10.956, 3.427], [-1.084, -10.624, 4.765], [0.730, -10.309, 6.351]]}

Q: What is the formula in the eighth record?
A: C29H39BF3N4O16